Density functional theory data (the ωB97M-V functional and the def2-TZVPD basis) for C2H4Cl4 as an isolated structure at a distorted geometry.

Each line ends with the Mulliken charge.
Cartesian coordinates (Å):
1 C -0.1474 -1.9074 -0.2096  -0.131
2 Cl -1.6937 -1.5392 0.6614  -0.171
3 Cl 0.9443 -2.8832 0.7786  -0.141
4 H -0.4698 -2.3937 -1.1303  0.331
5 H 0.2983 -0.9294 -0.3915  0.203
6 C 0.2276 2.0180 -0.0823  -0.480
7 Cl 0.2026 0.2365 -0.1828  0.002
8 Cl 0.0821 2.5529 1.6870  -0.184
9 H 1.1631 2.3685 -0.5182  0.285
10 H -0.6070 2.4771 -0.6122  0.284

Calculated values
- DFT total energy (a.u.) = -1919.174115
- LUMO energy (eV) = 0.595
- HOMO-LUMO gap (eV) = 10.642
- energy relative to the best compared isomer or geometry (same formula, charge and spin) (kJ/mol) = 501.3

=====

Density functional theory data (the ωB97M-V functional and the def2-TZVPD basis) for a 5-piece molecular cluster, C53H104F2N3O6S2 overall at a distorted geometry.

Each line ends with the Mulliken charge.
Cartesian coordinates (Å):
1 C -4.3379 3.0506 -2.1189  -0.346
2 C -3.1640 3.1195 -2.1470  -1.238
3 C -1.7331 3.2212 -2.1516  0.706
4 C -1.2017 3.3179 -3.5900  -1.474
5 C 0.2425 2.8508 -3.7571  -1.060
6 N 0.6158 1.4476 -4.0078  1.417
7 C 1.7815 0.9701 -3.2045  -0.982
8 C 1.2184 0.7121 -1.7877  -0.513
9 C 2.0150 0.0462 -0.6574  -0.107
10 C 1.5019 -1.3246 -0.2053  -0.200
11 C 1.0151 -1.3852 1.2462  -0.193
12 C 1.6303 -2.5127 2.0426  -0.353
13 C 0.9390 -2.7033 3.3881  -1.116
14 C 1.7046 -2.0814 4.5158  0.581
15 O 1.0840 -2.4765 5.7303  -0.397
16 C 1.2233 -1.5279 6.7536  -0.758
17 C 2.8454 2.0710 -3.1635  0.979
18 C 3.2100 2.7119 -4.3429  -0.537
19 C 4.1455 3.7249 -4.3122  -1.017
20 C 4.6658 4.0654 -3.0758  -0.785
21 C 4.2366 3.3629 -1.9551  -0.676
22 N 3.3347 2.3645 -1.9456  -0.173
23 C 2.4820 -0.1887 -3.9122  -1.010
24 C 3.7251 -0.8011 -3.3045  -0.284
25 F 3.4129 -1.8491 -2.4617  -0.449
26 C 4.6767 -1.3187 -4.4025  -0.832
27 C 5.2068 -2.7161 -4.1694  -1.430
28 N 1.5708 -1.2124 -4.5113  1.047
29 C 0.7985 -2.0799 -3.5805  -0.140
30 C 0.2959 -3.3436 -4.2414  -0.414
31 C 1.4138 -4.3015 -4.5638  -1.624
32 O -0.5469 -3.8755 -3.2322  -0.557
33 C 0.7719 -0.4825 -5.5460  -2.650
34 C -0.0164 0.6780 -5.0248  0.806
35 C -0.2759 1.6084 -6.2535  -1.485
36 S -0.6542 0.9202 -7.8600  1.044
37 O -1.2350 1.9942 -8.6026  -0.633
38 O -1.2978 -0.3468 -7.7179  -0.494
39 S -1.7452 -0.0351 -4.6418  1.328
40 O -1.7548 -1.4488 -4.8531  -0.603
41 O -2.7574 0.6978 -5.3283  -0.555
42 F -1.8616 0.1580 -3.1473  0.100
43 H -5.3565 3.0243 -2.3960  0.476
44 H -1.3051 2.3859 -1.6197  -0.234
45 H -1.5090 4.1546 -1.6564  0.647
46 H -1.1444 4.3776 -3.7835  0.708
47 H -1.9165 2.9423 -4.3013  0.451
48 H 0.6877 3.4665 -4.5306  0.383
49 H 0.7254 3.1857 -2.8563  0.634
50 H 0.3178 0.1378 -1.9235  -0.049
51 H 0.8760 1.6679 -1.4344  1.106
52 H 1.8936 0.6777 0.2078  0.152
53 H 3.0780 0.0445 -0.8065  0.176
54 H 0.6802 -1.6449 -0.8261  -0.155
55 H 2.2907 -2.0539 -0.3077  0.185
56 H 1.1768 -0.4565 1.7812  0.059
57 H -0.0510 -1.5606 1.2504  -0.225
58 H 1.5524 -3.4386 1.4890  0.349
59 H 2.6741 -2.2998 2.2414  0.461
60 H 0.8206 -3.7483 3.6290  0.395
61 H -0.0431 -2.2545 3.3912  0.381
62 H 2.7330 -2.4281 4.5451  0.322
63 H 1.6606 -0.9973 4.4690  -0.538
64 H 0.5870 -0.6637 6.5865  0.263
65 H 2.2549 -1.2133 6.8750  0.328
66 H 0.9163 -1.9942 7.6745  0.281
67 H 2.7414 2.4070 -5.2594  0.249
68 H 4.4300 4.2352 -5.2109  0.521
69 H 5.3796 4.8565 -2.9647  0.480
70 H 4.6657 3.6367 -1.0098  0.552
71 H 2.8965 0.2834 -4.7891  0.767
72 H 4.2720 -0.0700 -2.7317  0.907
73 H 5.4977 -0.6262 -4.4885  0.508
74 H 4.1923 -1.3109 -5.3761  0.356
75 H 5.7859 -2.7967 -3.2655  0.368
76 H 4.4092 -3.4412 -4.1810  0.208
77 H 5.8638 -2.9609 -4.9884  0.486
78 H 2.1708 -1.8411 -5.0469  0.695
79 H 1.4350 -2.4124 -2.7847  1.150
80 H -0.0392 -1.5820 -3.1293  -0.397
81 H -0.3402 -3.1460 -5.0950  0.226
82 H 2.0124 -3.9825 -5.4100  0.404
83 H 2.0350 -4.4438 -3.6938  0.413
84 H 0.9764 -5.2493 -4.8321  0.548
85 H -0.3125 -4.7874 -3.0513  0.430
86 H 1.4652 -0.1516 -6.3004  0.796
87 H 0.1243 -1.1956 -6.0310  0.955
88 H 0.6470 2.1546 -6.3869  0.582
89 H -1.0512 2.3289 -6.0644  0.369
90 H 0.5884 0.7137 -8.3527  0.141
91 C -6.7464 -0.4754 2.8693  -1.213
92 C -6.8839 -1.0415 1.4599  -0.253
93 C -6.1830 -2.3818 1.2786  -0.807
94 C -4.6678 -2.3555 1.4885  -0.864
95 C -3.8952 -1.3869 0.5895  0.501
96 C -4.0288 -1.7104 -0.8962  -0.669
97 H -5.7045 -0.2774 3.1264  0.279
98 H -7.2883 0.4636 2.9626  0.383
99 H -7.1513 -1.1697 3.6078  0.309
100 H -6.5090 -0.3173 0.7337  0.145
101 H -7.9448 -1.1745 1.2348  0.393
102 H -6.4062 -2.7653 0.2794  0.304
103 H -6.6151 -3.1027 1.9783  0.412
104 H -4.2836 -3.3672 1.3255  0.395
105 H -4.4487 -2.1173 2.5327  0.325
106 H -2.8379 -1.4312 0.8696  -0.295
107 H -4.2137 -0.3556 0.7690  0.176
108 H -3.6790 -2.7237 -1.1060  0.323
109 H -3.4330 -1.0192 -1.4923  -0.232
110 H -5.0628 -1.6302 -1.2333  0.352
111 C -5.0927 4.5018 1.2225  -0.970
112 C -6.2515 5.4611 1.4864  -0.410
113 C -5.8041 6.8288 2.0010  -0.748
114 C -5.0715 6.8062 3.3440  -0.674
115 C -5.8552 6.1791 4.4955  -0.343
116 C -7.1485 6.9193 4.8267  -1.196
117 H -4.5348 4.2821 2.1345  0.269
118 H -5.4579 3.5549 0.8264  0.326
119 H -4.4001 4.9233 0.4914  0.222
120 H -6.9538 5.0050 2.1871  0.256
121 H -6.8053 5.6084 0.5557  0.343
122 H -6.6775 7.4819 2.0727  0.331
123 H -5.1472 7.2894 1.2566  0.360
124 H -4.8100 7.8342 3.6121  0.390
125 H -4.1213 6.2759 3.2329  0.279
126 H -5.2166 6.1720 5.3821  0.362
127 H -6.0784 5.1328 4.2743  0.229
128 H -6.9448 7.9587 5.0905  0.299
129 H -7.6554 6.4541 5.6723  0.377
130 H -7.8446 6.9136 3.9869  0.281
131 C 3.5443 -9.5646 1.7659  -1.195
132 C 3.6398 -8.9290 3.1507  -0.432
133 C 2.5283 -7.9211 3.4371  -0.899
134 C 2.5084 -6.7071 2.5081  -0.272
135 C 3.8004 -5.8923 2.4873  -0.341
136 C 4.1540 -5.2795 3.8401  -1.161
137 H 3.6391 -8.8212 0.9726  0.277
138 H 4.3371 -10.2987 1.6206  0.388
139 H 2.5883 -10.0756 1.6385  0.293
140 H 4.6186 -8.4575 3.2708  0.231
141 H 3.5892 -9.7183 3.9037  0.395
142 H 2.6118 -7.5857 4.4739  0.339
143 H 1.5619 -8.4282 3.3650  0.400
144 H 1.6825 -6.0539 2.8098  0.079
145 H 2.2767 -7.0307 1.4889  0.361
146 H 3.6862 -5.0865 1.7555  0.240
147 H 4.6319 -6.5081 2.1345  0.399
148 H 3.3474 -4.6298 4.1870  0.130
149 H 5.0624 -4.6804 3.7635  0.399
150 H 4.3275 -6.0407 4.6006  0.371
151 C 1.1409 2.7836 5.6182  -1.512
152 C 1.8104 2.1933 4.3802  0.513
153 C 3.1409 2.8546 4.0273  -0.850
154 C 3.0500 4.3411 3.6809  -0.939
155 C 2.1104 4.6731 2.5237  -0.581
156 C 2.5294 4.0319 1.2038  -0.391
157 H 0.8907 3.8358 5.4797  0.388
158 H 0.2142 2.2563 5.8471  0.411
159 H 1.7950 2.7030 6.4880  0.296
160 H 1.1222 2.2488 3.5306  0.177
161 H 1.9946 1.1308 4.5543  -0.228
162 H 3.5953 2.3113 3.1927  0.277
163 H 3.8294 2.7374 4.8687  0.450
164 H 4.0543 4.7013 3.4380  0.368
165 H 2.7369 4.9051 4.5624  0.334
166 H 2.0875 5.7579 2.3987  0.440
167 H 1.0876 4.3736 2.7663  0.317
168 H 3.5345 4.3504 0.9186  0.201
169 H 1.8442 4.3230 0.4040  0.347
170 H 2.5229 2.9416 1.2591  -0.164

Calculated values
- DFT total energy (a.u.) = -3693.241506
- total charge = +1
- LUMO energy (eV) = -2.927
- HOMO-LUMO gap (eV) = 8.204

=====

Density functional theory data (the ωB97M-V functional and the def2-TZVPD basis) for one molecule with the formula C17H25IO2 at a distorted geometry.

Each line ends with the Mulliken charge.
Cartesian coordinates (Å):
1 C -2.0311 2.7585 1.7775  -1.172
2 C -2.4361 1.3671 1.1365  -0.128
3 C -2.5694 0.1637 2.1522  -0.877
4 I -1.1470 0.1794 3.7898  0.044
5 C -2.4878 -1.2280 1.4097  -0.494
6 C -3.5365 -1.5713 0.2634  -0.449
7 O -2.7855 -2.4946 -0.5492  -0.452
8 C -1.6388 -3.0456 0.1301  -0.720
9 C -1.0663 -1.8487 1.0378  0.708
10 C 0.0006 -0.9481 0.3274  -0.808
11 C 1.4612 -1.5598 0.3051  0.160
12 C 1.8335 -1.9501 1.8171  -1.173
13 O 2.4404 -0.5854 -0.0879  -0.304
14 C 2.8049 -0.6974 -1.4757  -0.720
15 C 2.6459 0.7496 -2.0948  0.677
16 C 3.4459 1.8001 -1.4233  -0.358
17 C 3.3431 3.1779 -1.8917  -0.580
18 C 2.4408 3.4618 -3.0195  -0.327
19 C 1.6480 2.4194 -3.6868  -0.535
20 C 1.7524 1.0236 -3.2130  -0.355
21 H -2.1832 2.8293 2.8816  0.310
22 H -0.9844 3.0023 1.4483  0.271
23 H -2.7056 3.5442 1.3208  0.327
24 H -1.7620 1.1260 0.2763  0.162
25 H -3.4655 1.5128 0.6871  0.372
26 H -3.5996 0.2184 2.6100  0.593
27 H -2.8137 -1.9390 2.2323  0.333
28 H -4.0405 -0.7193 -0.2557  0.314
29 H -4.3104 -2.2287 0.7523  0.259
30 H -1.9838 -3.8729 0.8283  0.295
31 H -0.8964 -3.5328 -0.5500  0.337
32 H -0.8051 -2.3906 1.9806  0.443
33 H 0.0284 0.0634 0.8100  0.122
34 H -0.3786 -0.7790 -0.7283  0.253
35 H 1.4477 -2.4843 -0.3310  0.374
36 H 2.9308 -1.7650 1.9260  0.405
37 H 1.5138 -2.9978 2.0353  0.275
38 H 1.2963 -1.1889 2.4548  0.099
39 H 2.2357 -1.4745 -2.0468  0.382
40 H 3.8982 -0.9819 -1.5065  0.297
41 H 4.1016 1.5637 -0.5509  0.328
42 H 3.9283 3.9963 -1.4165  0.353
43 H 2.3184 4.5125 -3.3798  0.316
44 H 0.9412 2.6327 -4.5191  0.334
45 H 1.1704 0.1813 -3.6639  0.312

Calculated values
- structure (SMILES) = CC[C@H](I)[C@H]1COC[C@H]1C[C@H](C)OCc1ccccc1
- DFT total energy (a.u.) = -1110.817193
- LUMO energy (eV) = 0.503
- HOMO-LUMO gap (eV) = 9.389

=====

Density functional theory data (the ωB97M-V functional and the def2-TZVPD basis) for C29H43Cl2F5FeN3O4SSi as an isolated structure at a distorted geometry.

Each line ends with the Mulliken charge.
Cartesian coordinates (Å):
1 C -6.7818 -1.4893 -3.5485  -1.344
2 C -7.0639 -0.4973 -4.6308  0.213
3 H -7.6273 -1.5300 -2.8542  0.394
4 H -5.8671 -1.2436 -2.9935  0.130
5 H -6.6563 -2.5041 -3.9568  0.255
6 C -8.3156 -0.2256 -5.0785  0.096
7 C -9.5633 -0.8024 -4.5187  -1.495
8 H -8.4539 0.4079 -5.9487  0.349
9 H -9.5970 -0.7700 -3.4228  0.350
10 H -9.7366 -1.8402 -4.8342  0.304
11 H -10.4083 -0.2191 -4.9018  0.377
12 Fe -0.9964 -0.3070 -1.1939  0.981
13 Cl -2.6171 -1.6006 -1.9799  -0.542
14 C 0.1214 1.0794 -3.4800  0.030
15 O -0.2795 1.1189 -2.2633  -0.191
16 N 0.4286 2.1806 -4.1385  0.356
17 C 0.3603 3.4682 -3.4486  -0.875
18 C 0.5678 2.1851 -5.5978  -0.857
19 H 0.2280 0.1172 -3.9958  0.353
20 H 0.8523 3.3756 -2.4740  0.286
21 H -0.6874 3.7777 -3.3068  0.232
22 H 0.8748 4.2094 -4.0671  0.361
23 H 1.0346 1.2474 -5.9220  0.335
24 H 1.1943 3.0320 -5.8952  0.334
25 H -0.4094 2.2851 -6.0990  0.298
26 H 4.0434 2.6892 0.9962  0.299
27 H 4.6383 0.1815 2.3094  0.293
28 C 3.1848 2.6168 1.6800  -0.993
29 C 3.7154 0.4993 2.8224  -0.892
30 N 2.8322 1.2352 1.9289  0.151
31 H 2.3222 3.1242 1.2436  0.268
32 C 1.8165 0.6734 1.2250  0.127
33 O 1.2175 1.2465 0.3090  -0.672
34 H 3.2047 -0.3879 3.2124  0.303
35 H 1.5407 -0.3476 1.5529  0.339
36 H 3.4700 3.0744 2.6326  0.350
37 H 4.0007 1.1636 3.6482  0.312
38 H -3.4387 -1.1202 2.7269  0.321
39 H -4.3360 -0.1804 0.0915  0.218
40 C -3.6352 -0.0702 2.9825  -0.884
41 C -4.5923 0.6212 0.8024  -0.887
42 N -3.5510 0.7757 1.8027  0.238
43 H -2.8926 0.2723 3.7121  0.292
44 C -2.3729 1.3490 1.4520  -0.130
45 O -2.0903 1.7644 0.3205  -0.461
46 H -4.7271 1.5614 0.2595  0.324
47 H -1.6425 1.4036 2.2847  0.239
48 H -4.6404 0.0067 3.4118  0.322
49 H -5.5230 0.3588 1.3108  0.383
50 O -5.1387 0.8143 -4.1396  -0.012
51 C -5.8481 0.2112 -5.2177  0.301
52 C -6.8827 2.3561 -6.1379  0.022
53 C -6.1568 1.1799 -6.3521  0.030
54 H -7.2126 2.5988 -5.1217  0.824
55 C -7.2028 3.1807 -7.2236  -1.061
56 H -5.2070 -0.5986 -5.6042  0.246
57 C -5.7586 0.8260 -7.6446  -0.313
58 H -7.7553 4.1071 -7.0366  0.397
59 C -6.8541 2.7965 -8.5271  -0.445
60 C -6.1297 1.6119 -8.7334  -0.674
61 H -5.1834 -0.0975 -7.7564  0.369
62 H -7.1513 3.4145 -9.3753  0.376
63 H -5.8654 1.2792 -9.7417  0.384
64 Si -4.1395 2.1455 -3.8533  -0.354
65 Cl -0.9783 -1.1325 0.9643  -0.655
66 C -5.1705 3.6450 -3.4528  -1.154
67 C -3.0778 2.4090 -5.3609  -0.936
68 C -3.2698 1.6575 -2.3230  0.594
69 H -5.7033 4.0365 -4.3265  0.392
70 H -4.5127 4.4368 -3.0677  0.424
71 H -5.9046 3.4094 -2.6711  0.301
72 H -3.9475 1.1551 -1.6278  -0.369
73 H -2.7708 2.4784 -1.8040  0.569
74 H -2.5222 0.9130 -2.6236  -0.588
75 H -3.6857 2.6090 -6.2556  0.372
76 H -2.4699 1.5178 -5.5694  0.259
77 H -2.4050 3.2679 -5.2231  0.477
78 F 4.4543 -4.4377 2.2404  -0.299
79 C 3.7117 -3.8207 1.2997  0.538
80 C 4.1858 -2.6652 0.6732  0.186
81 F 5.3908 -2.1524 1.0293  -0.346
82 C 3.4049 -2.0222 -0.2801  0.104
83 F 3.8578 -0.8739 -0.8349  -0.400
84 C 2.1153 -2.4942 -0.6592  0.382
85 S 1.1908 -1.7556 -1.8464  -0.404
86 C 1.6729 -3.6716 0.0070  0.282
87 F 0.4596 -4.1614 -0.3008  -0.303
88 C 2.4472 -4.3156 0.9681  0.191
89 F 1.9710 -5.4145 1.5923  -0.295

Calculated values
- DFT total energy (a.u.) = -4967.251657
- LUMO energy (spin up / spin down) (eV) = 0.317 / -2.040
- spin multiplicity = 6
- HOMO-LUMO gap (spin up / spin down) (eV) = 8.486 / 6.135
- expectation value of S² = 8.780

=====

Which of these has the highest DFT total energy?
C17H25IO2